## one
A 2-piece molecular cluster, C2H7S2 overall. Source: OMol25; level of theory: wB97M-V/def2-TZVPD.

Charge: -1
HOMO energy (eV): -2.622
Frontier orbital gap (eV): 5.91

Last column: Löwdin charge in e.
Geometry (Å):
S  2.122  1.592  -0.709  -0.3001
H  2.394  0.514  0.068  -0.4610
C  -0.703  0.546  0.863  -0.5281
S  -1.710  -0.869  0.443  0.6410
C  -0.397  -1.936  -0.338  -0.4017
H  -0.288  0.845  -0.116  -0.0665
H  -1.472  1.311  1.112  0.0255
H  0.087  0.384  1.619  0.0374
H  -0.385  -1.869  -1.429  0.0257
H  -0.621  -2.991  -0.137  0.0109
H  0.523  -1.610  0.141  0.0170

=====

## two
A 2-piece molecular cluster, C2H7S2 overall. Source: OMol25; level of theory: wB97M-V/def2-TZVPD.

Charge: -1
HOMO energy (eV): -2.205
Frontier orbital gap (eV): 5.18

Last column: Löwdin charge in e.
Geometry (Å):
C  1.133  -0.288  0.429  -0.5459
S  2.729  -0.859  0.985  0.5995
H  0.358  -1.002  0.713  0.0137
H  1.005  -0.225  -0.646  0.0191
H  0.766  0.636  0.867  0.0309
H  3.395  0.297  1.041  -0.1805
C  -2.069  -0.518  -0.741  -0.7634
S  -2.312  1.311  -0.797  -0.0798
H  -1.159  -0.787  -1.279  -0.0401
H  -2.885  -0.906  -1.356  -0.0377
H  -2.091  -1.045  0.215  -0.0158

=====

## three
A 2-piece molecular cluster, C2H7S2 overall. Source: OMol25; level of theory: wB97M-V/def2-TZVPD.

Charge: -1
HOMO energy (eV): -2.829
Frontier orbital gap (eV): 6.53

Last column: Löwdin charge in e.
Geometry (Å):
S  -2.280  -1.380  -0.535  0.2535
H  -2.795  -0.684  -1.567  -0.2697
C  2.068  1.128  1.655  -0.2748
C  1.082  1.384  0.511  -0.9046
S  0.816  0.083  -0.609  0.2705
H  3.145  0.872  1.328  0.0743
H  1.705  0.303  2.264  0.0401
H  2.003  2.013  2.291  0.0379
H  0.142  1.574  1.260  0.0868
H  1.363  2.314  -0.040  0.0288
H  -1.041  -0.719  -0.220  -0.3429

=====

Least stable of them? two.